Computed, not measured: a 2-piece molecular cluster, C3H8ClNO3S overall in a non-equilibrium geometry, with ωB97M-V with the def2-TZVPD basis set.

Structure (XYZ):
```
17
Properties=species:S:1:pos:R:3:mulliken_charge:R:1
C -0.225 0.993 -0.092 -0.575
C -1.423 0.007 -0.504 -0.381
C -2.803 0.421 0.280 -0.485
H 4.296 -0.678 0.355 0.351
H 3.446 -1.900 -1.099 0.313
H -0.005 1.047 1.211 0.353
H -0.069 2.179 -0.566 0.274
H -1.462 -0.158 -1.690 0.297
H -1.092 -0.772 -0.005 0.338
H -2.782 0.688 1.404 0.329
H -3.226 1.201 -0.380 0.311
N 3.276 -0.879 -0.552 -0.659
O 2.154 0.524 1.317 -0.620
O 1.111 -1.709 0.526 -0.616
O 1.097 0.356 -0.730 -0.252
S 1.830 -0.439 0.300 1.236
Cl -4.121 -0.881 0.224 -0.214
```

Kohn-Sham gap in Eh: 0.384
Molecular weight in u: 173.62
F_max in eV/Å: 5.821
Lowest unoccupied orbital energy in eV: 0.049
Energy relative to the best compared isomer or geometry (same formula, charge and spin) in kcal per mole: 107.73
2S+1: 1
HOMO level in eV: -10.4119
Charge: 0


Computed, not measured: a single C3H8ClNOS molecule in a non-equilibrium geometry, with ωB97M-V with the def2-TZVPD basis set.

Structure (XYZ):
```
15
Properties=species:S:1:pos:R:3:mulliken_charge:R:1
C -1.164 0.743 -0.515 -1.233
C 0.489 0.733 -0.534 -0.431
C 1.170 -1.133 0.753 -1.140
N 1.457 -0.457 -0.507 -0.204
O 3.711 -1.570 -0.169 -0.451
S 3.209 -0.363 -0.691 0.558
Cl 3.662 1.074 0.806 -0.262
H -1.327 1.745 -0.968 0.346
H -1.418 0.673 0.477 0.355
H -1.458 -0.020 -1.049 0.408
H 0.951 1.366 0.298 0.369
H 0.786 1.202 -1.424 0.434
H 0.175 -1.444 0.988 0.343
H 1.864 -2.002 0.839 0.331
H 1.405 -0.447 1.462 0.576
```

Kohn-Sham gap in Eh: 0.371
Molecular weight in u: 141.62
F_max in eV/Å: 6.883
Lowest unoccupied orbital energy in eV: 0.395
Energy relative to the best compared isomer or geometry (same formula, charge and spin) in kcal per mole: 25.61
2S+1: 1
HOMO level in eV: -9.6870
Charge: 0


Computed, not measured: a 2-piece molecular cluster, C3H8ClNOS overall in a non-equilibrium geometry, with ωB97M-V with the def2-TZVPD basis set.

Structure (XYZ):
```
15
Properties=species:S:1:pos:R:3:mulliken_charge:R:1
C 1.159 0.314 1.256 -1.357
C 0.916 -0.970 -0.969 -1.384
C 0.229 -0.421 0.310 0.450
N -2.027 -0.328 -1.003 -0.473
O -0.989 1.932 -1.118 -0.472
S -1.212 0.750 -0.343 0.701
Cl -2.266 1.554 2.187 -0.447
H 2.134 0.065 1.136 0.427
H 1.048 1.365 1.085 0.325
H 0.786 0.177 2.250 0.391
H 1.010 -0.278 -1.818 0.370
H 0.411 -1.700 -1.479 0.477
H 1.947 -1.279 -0.805 0.376
H -0.292 -1.089 0.926 0.332
H -2.853 -0.092 -1.615 0.283
```

Kohn-Sham gap in Eh: 0.269
Molecular weight in u: 141.62
F_max in eV/Å: 3.602
Lowest unoccupied orbital energy in eV: -2.444
Energy relative to the best compared isomer or geometry (same formula, charge and spin) in kcal per mole: 51.05
2S+1: 1
HOMO level in eV: -9.7730
Charge: 0


Computed, not measured: a 2-piece molecular cluster, C3H8ClO2P overall in a non-equilibrium geometry, with ωB97M-V with the def2-TZVPD basis set.

Structure (XYZ):
```
15
Properties=species:S:1:pos:R:3:mulliken_charge:R:1
C -0.726 0.487 -1.003 -1.277
C 0.042 0.402 0.346 0.693
C 0.216 -0.950 0.931 -1.008
O 1.342 0.972 0.121 -0.569
H -1.012 1.572 -1.217 0.361
H 0.032 0.013 -1.771 0.278
H -1.811 0.018 -0.924 0.325
H -0.606 0.946 1.084 0.130
H -0.329 -1.749 0.250 0.268
H -0.232 -0.997 1.920 0.236
H 1.281 -1.053 1.138 0.254
H 1.395 1.981 -0.185 0.316
O 0.533 1.736 4.073 -0.328
P 1.705 0.961 4.294 0.486
Cl 3.041 1.861 3.084 -0.163
```

Kohn-Sham gap in Eh: 0.336
SMILES string: CC(C)O.O=PCl
Molecular weight in u: 142.52
F_max in eV/Å: 3.713
Lowest unoccupied orbital energy in eV: -0.841
Energy relative to the best compared isomer or geometry (same formula, charge and spin) in kcal per mole: 31.47
2S+1: 1
HOMO level in eV: -9.9873
Charge: 0


Computed, not measured: a single C3H8ClO2P molecule in a non-equilibrium geometry, with ωB97M-V with the def2-TZVPD basis set.

Structure (XYZ):
```
15
Properties=species:S:1:pos:R:3:mulliken_charge:R:1
C -0.671 0.863 -0.315 -0.883
C -0.292 -1.480 0.331 -1.289
C -0.116 -0.018 0.768 0.531
O 3.472 1.680 0.123 -0.440
O 1.235 0.316 0.992 -0.445
P 2.569 0.511 -0.596 0.373
Cl 3.827 -1.018 -0.136 -0.194
H -1.313 1.658 0.130 0.273
H 0.273 1.324 -0.846 0.126
H -1.241 0.276 -1.040 0.308
H 0.497 -1.797 -0.267 0.314
H -1.295 -1.521 -0.254 0.323
H -0.394 -2.115 1.095 0.396
H -0.654 0.334 1.767 0.273
H 2.942 2.032 0.838 0.333
```

Kohn-Sham gap (spin up / spin down) in Eh: 0.254 / 0.268
Molecular weight in u: 142.52
F_max in eV/Å: 4.603
Lowest unoccupied orbital energy (spin up / spin down) in eV: 0.847 / -3.062
2S+1: 3
HOMO level (spin up / spin down) in eV: -6.0720 / -10.3458
Charge: 0


Computed, not measured: a 2-piece molecular cluster, C3H8F3N3O overall in a non-equilibrium geometry, with ωB97M-V with the def2-TZVPD basis set.

Structure (XYZ):
```
18
Properties=species:S:1:pos:R:3:mulliken_charge:R:1
C -0.287 -1.621 -0.261 -1.049
C 0.032 -0.220 -0.622 0.805
O 0.800 0.074 -1.565 -0.798
N -0.518 0.844 -0.009 0.604
N -0.415 2.033 -0.742 -0.778
N -1.499 0.843 1.076 -0.761
H -0.184 -2.296 -1.126 0.311
H 0.451 -2.013 0.547 0.248
H -1.305 -1.752 0.269 0.319
H -0.209 1.569 -1.783 0.372
H 0.491 2.431 -0.630 0.291
H -1.132 1.209 1.934 0.241
H -1.782 -0.126 1.171 0.230
F 3.488 -0.766 1.007 -0.248
C 3.329 -0.079 -0.090 0.954
F 4.292 -0.233 -0.939 -0.251
F 3.335 1.225 0.257 -0.271
H 2.289 -0.300 -0.590 -0.221
```

Kohn-Sham gap in Eh: 0.365
SMILES string: CC(=O)N(N)N.FC(F)F
Molecular weight in u: 159.11
F_max in eV/Å: 4.660
Lowest unoccupied orbital energy in eV: 0.549
Energy relative to the best compared isomer or geometry (same formula, charge and spin) in kcal per mole: 0.00
2S+1: 1
HOMO level in eV: -9.3734
Charge: 0


Computed, not measured: a 2-piece molecular cluster, C3H8F3NSi overall in a non-equilibrium geometry, with ωB97M-V with the def2-TZVPD basis set.

Structure (XYZ):
```
16
Properties=species:S:1:pos:R:3:mulliken_charge:R:1
C -1.012 -1.353 -0.856 -1.034
C -1.027 1.694 -0.318 -1.027
C 2.118 0.127 -0.211 0.371
N -0.604 -0.567 1.936 -0.601
F 2.431 1.215 -0.998 -0.256
F 2.812 0.296 0.979 -0.275
F 2.540 -1.022 -0.726 -0.239
Si -0.432 0.042 0.310 0.517
H -2.046 -1.599 -0.796 0.368
H -0.734 -1.132 -1.943 0.283
H -0.409 -2.179 -0.607 0.323
H -0.221 2.098 -0.938 0.317
H -1.850 1.574 -0.997 0.343
H -1.229 2.503 0.389 0.362
H -0.513 -1.528 2.231 0.281
H 0.175 -0.170 2.544 0.266
```

Kohn-Sham gap in Eh: 0.354
Molecular weight in u: 143.18
F_max in eV/Å: 4.143
Lowest unoccupied orbital energy in eV: 0.614
Energy relative to the best compared isomer or geometry (same formula, charge and spin) in kcal per mole: 6.48
2S+1: 1
HOMO level in eV: -9.0134
Charge: 0


Computed, not measured: C3H8F6N4O13RbS6 as an isolated structure in a non-equilibrium geometry, with ωB97M-V with the def2-TZVPD basis set.

Structure (XYZ):
```
41
Properties=species:S:1:pos:R:3:mulliken_charge:R:1
Rb -15.101 -15.553 14.434 0.927
C -11.613 -17.565 18.382 -1.200
C -11.404 -17.521 16.904 0.559
O -10.453 -18.037 16.311 -0.794
N -12.446 -16.728 16.127 0.411
H -12.838 -17.374 15.457 0.009
H -13.214 -16.478 16.734 0.360
C -11.839 -15.450 15.507 -0.600
H -11.548 -16.525 18.704 0.251
H -10.896 -18.238 18.850 0.341
H -12.633 -17.896 18.575 0.227
H -11.300 -15.700 14.593 0.365
H -11.122 -15.012 16.201 0.399
H -12.685 -14.847 15.179 -0.015
N -13.551 -13.095 13.989 -0.031
S -13.462 -11.828 14.815 0.971
O -13.861 -10.586 14.141 -0.615
O -12.516 -11.804 15.939 -0.609
F -14.843 -12.059 15.623 -0.333
S -12.441 -12.660 12.764 0.968
O -11.288 -11.836 13.067 -0.583
O -13.055 -12.398 11.478 -0.594
F -11.852 -14.113 12.668 -0.182
N -17.392 -16.035 13.219 -0.055
S -18.789 -15.844 13.807 0.981
O -19.193 -16.933 14.637 -0.595
O -19.801 -15.045 13.118 -0.614
F -18.241 -14.769 14.875 -0.329
S -17.944 -16.980 11.941 0.960
O -18.561 -16.336 10.794 -0.614
O -18.537 -18.263 12.324 -0.586
F -16.502 -17.309 11.487 -0.176
N -13.537 -18.066 14.141 -0.173
S -14.160 -19.363 14.542 0.904
O -13.402 -20.581 14.391 -0.604
O -15.625 -19.411 14.409 -0.557
F -13.901 -19.070 16.175 -0.389
S -13.343 -18.544 12.465 0.975
O -14.498 -19.096 11.787 -0.509
O -12.043 -19.072 12.161 -0.603
F -13.308 -17.047 11.837 -0.252
```

Kohn-Sham gap (spin up / spin down) in Eh: 0.127 / 0.290
Molecular weight in u: 699.97
F_max in eV/Å: 9.152
Lowest unoccupied orbital energy (spin up / spin down) in eV: 3.721 / 3.635
2S+1: 2
HOMO level (spin up / spin down) in eV: 0.2634 / -4.2515
Charge: -2


Computed, not measured: an isolated ion of composition C3H8FN2 and charge +1 in a non-equilibrium geometry, with ωB97M-V with the def2-TZVPD basis set.

Structure (XYZ):
```
14
Properties=species:S:1:pos:R:3:mulliken_charge:R:1
C -0.737 0.191 -0.143 0.362
C -0.727 -0.698 2.060 -0.715
C -0.005 0.346 -1.473 -0.416
N -0.230 -0.513 0.710 -0.332
N 1.415 0.423 -1.074 -0.395
F -1.924 0.796 -0.141 -0.207
H -0.650 0.114 2.770 0.329
H -0.302 -1.642 2.407 0.312
H -1.775 -0.870 1.858 0.334
H -0.045 -0.735 -1.953 0.247
H -0.360 1.184 -2.084 0.331
H 1.562 -0.212 -0.221 0.359
H 1.757 1.429 -0.804 0.399
H 2.020 0.187 -1.912 0.392
```

Kohn-Sham gap (spin up / spin down) in Eh: 0.228 / 0.286
Molecular weight in u: 91.11
F_max in eV/Å: 13.616
Lowest unoccupied orbital energy (spin up / spin down) in eV: -3.604 / -7.834
Energy relative to the best compared isomer or geometry (same formula, charge and spin) in kcal per mole: 21.35
2S+1: 3
HOMO level (spin up / spin down) in eV: -9.7989 / -15.6121
Charge: +1


Computed, not measured: a single C3H8FNS molecule in a non-equilibrium geometry, with ωB97M-V with the def2-TZVPD basis set.

Structure (XYZ):
```
14
Properties=species:S:1:pos:R:3:mulliken_charge:R:1
N -2.205 -0.645 -0.692 -0.556
C -1.829 -0.120 0.579 -0.703
C -0.387 0.357 0.601 0.334
F -0.355 1.418 -0.294 -0.321
C 0.535 -0.725 0.132 -0.894
S 2.247 -0.186 -0.071 -0.218
H -2.158 0.072 -1.428 0.205
H -3.135 -0.956 -0.668 0.228
H -2.048 -0.867 1.361 0.419
H -2.452 0.706 0.909 0.347
H -0.127 0.701 1.627 0.255
H 0.550 -1.564 0.788 0.380
H 0.192 -1.154 -0.816 0.399
H 1.943 0.709 -1.026 0.127
```

Kohn-Sham gap in Eh: 0.363
SMILES string: NC[C@H](F)CS
Molecular weight in u: 109.17
F_max in eV/Å: 1.766
Lowest unoccupied orbital energy in eV: 0.966
Energy relative to the best compared isomer or geometry (same formula, charge and spin) in kcal per mole: 0.00
2S+1: 1
HOMO level in eV: -8.9041
Charge: 0